Entry 1:
{"formula": "C9H28IN2O9", "method": "ωB97M-V with the def2-TZVPD basis set", "symbols": ["I", "C", "C", "O", "O", "H", "H", "H", "H", "H", "H", "C", "C", "O", "O", "H", "H", "H", "H", "H", "H", "C", "C", "O", "O", "H", "H", "H", "H", "H", "H", "C", "C", "O", "O", "H", "H", "H", "H", "H", "H", "C", "O", "N", "N", "H", "H", "H", "H"], "xyz": [[0.38053, -0.12864, 0.69608], [-2.26072, 3.09639, -1.58947], [-2.09970, 4.09708, -0.45176], [-1.39758, 5.30505, -0.97562], [-1.03098, 2.42022, -1.81398], [-2.68672, 3.60411, -2.45484], [-3.14455, 2.49712, -1.37087], [-1.54513, 3.72255, 0.40863], [-3.03374, 4.45395, -0.01779], [-0.53194, 5.05821, -1.30929], [-0.80300, 1.82377, -1.09712], [-5.56372, -0.21530, 0.25069], [-4.28673, -0.11060, 1.09780], [-3.19341, -1.05084, 0.87813], [-5.38697, 0.22435, -1.08005], [-6.28506, 0.29025, 0.89270], [-5.88672, -1.25544, 0.20723], [-4.48580, -0.19403, 2.16622], [-4.01086, 0.92800, 0.91530], [-2.31299, -0.69575, 1.02091], [-4.92854, -0.47433, -1.55260], [-1.63961, -3.43057, -1.64430], [-0.49427, -4.23516, -0.97729], [0.40311, -4.73937, -1.98180], [-1.16670, -2.14335, -2.14966], [-2.42872, -3.36292, -0.89542], [-2.03893, -3.94884, -2.51610], [-1.04489, -5.05341, -0.51320], [-0.00937, -3.65762, -0.19025], [0.99474, -4.03204, -2.24876], [-0.92591, -1.55529, -1.43007], [4.39755, 1.37679, 2.68530], [5.04092, 2.22649, 3.75720], [4.37612, 2.09421, 5.02262], [3.25583, 1.85020, 2.10955], [4.12563, 0.43812, 3.16808], [5.17418, 1.19201, 1.94315], [4.96741, 3.26767, 3.44314], [6.11421, 2.10173, 3.90071], [3.44723, 2.14476, 4.78557], [2.60184, 1.17340, 1.92020], [3.25109, -2.27403, -1.79541], [2.29407, -2.96471, -2.00602], [4.46318, -2.46696, -1.86476], [3.10627, -1.07187, -1.31715], [5.14586, -1.74473, -1.68469], [4.95074, -3.25688, -2.26276], [2.19860, -0.78900, -0.97623], [3.93411, -0.53477, -1.10196]], "multiplicity": 2, "largest_force_ev_per_a": 11.51, "total_charge": 0, "s2": 0.75, "homo_energy_ev": [-9.182, -9.152]}

=====

Entry 2:
{"formula": "C9H29AsN5O2PdSi2Te", "method": "ωB97M-V with the def2-TZVPD basis set", "symbols": ["Pd", "N", "N", "C", "N", "N", "N", "O", "O", "H", "H", "H", "H", "H", "C", "Si", "C", "C", "As", "Si", "C", "C", "C", "H", "H", "H", "H", "H", "H", "H", "H", "H", "H", "H", "H", "H", "H", "H", "H", "H", "H", "C", "Te", "C", "H", "H", "H", "H", "H", "H"], "xyz": [[0.44575, 1.19088, 0.45516], [3.10887, 0.98018, -0.63689], [2.85462, 0.61422, -1.95248], [1.61020, 0.62520, -2.49377], [1.54766, 0.38858, -3.79845], [0.57216, 0.83992, -1.68069], [-0.71851, 0.89787, -2.19295], [-0.93471, 0.72209, -3.38068], [-1.57108, 1.10817, -1.36295], [3.90635, 1.60156, -0.60281], [3.25807, 0.16829, -0.04751], [3.58716, 0.17729, -2.49173], [2.39716, 0.30274, -4.32988], [0.64694, 0.37199, -4.25166], [-0.21266, -4.39560, 0.50445], [-0.19356, -2.80707, -0.49674], [-1.88066, -2.44208, -1.24314], [1.07466, -2.97662, -1.88492], [0.65365, -1.11249, 0.96506], [-1.06710, -0.74093, 2.57674], [-2.61447, -1.78012, 2.36189], [-1.55582, 1.08777, 2.48950], [-0.27391, -1.06308, 4.24626], [-0.47892, -5.22981, -0.14838], [-0.94181, -4.37028, 1.31487], [0.76370, -4.61651, 0.93824], [-2.07887, -3.16995, -2.03422], [-1.94507, -1.44995, -1.69021], [-2.68309, -2.52972, -0.51458], [0.86044, -3.86390, -2.48475], [2.08962, -3.07824, -1.49753], [1.04097, -2.12235, -2.56488], [-3.20674, -1.45104, 1.50885], [-3.23850, -1.66851, 3.25235], [-2.40105, -2.84230, 2.24682], [-1.89042, 1.44883, 1.51391], [-0.82215, 1.77611, 2.91519], [-2.42982, 1.14078, 3.14970], [-0.00112, -2.11245, 4.36570], [-0.97379, -0.81201, 5.04721], [0.62661, -0.46416, 4.38800], [-0.93304, 4.80678, 0.86371], [0.94981, 3.81559, 0.94452], [1.61904, 4.46216, -0.97486], [-1.52533, 4.40596, 0.04610], [-0.77831, 5.87514, 0.74480], [-1.43495, 4.61832, 1.80990], [2.21871, 5.36182, -0.88198], [0.74774, 4.65221, -1.59677], [2.20555, 3.65873, -1.41358]], "largest_force_ev_per_a": 0.43, "total_charge": 1, "de_lowest_kcal_mol": 23.9, "homo_energy_ev": [-11.025, -10.910]}

=====

Entry 3:
{"formula": "C9H29O14PPd", "method": "ωB97M-V with the def2-TZVPD basis set", "symbols": ["Pd", "O", "H", "P", "O", "O", "O", "O", "C", "C", "O", "O", "H", "H", "H", "H", "H", "H", "C", "C", "O", "O", "H", "H", "H", "H", "H", "H", "C", "C", "O", "O", "H", "H", "H", "H", "H", "H", "C", "C", "O", "O", "H", "H", "H", "H", "H", "H", "C", "O", "H", "H", "H", "H"], "xyz": [[1.15138, 2.82474, -7.55169], [3.10174, 3.62767, -7.24253], [3.70204, 3.05650, -7.73371], [-0.10534, 2.61527, -9.91654], [-0.74604, 2.54239, -8.48611], [1.49258, 2.72790, -9.59384], [-0.35563, 3.89583, -10.66371], [-0.25686, 1.33226, -10.71704], [2.64527, 7.10887, -9.92603], [3.86504, 6.29586, -9.52130], [3.66617, 4.94706, -9.85774], [2.26813, 6.82796, -11.26080], [2.82148, 8.19643, -9.80855], [1.83135, 6.92984, -9.20725], [4.05084, 6.47372, -8.45055], [4.73710, 6.70553, -10.05312], [3.38039, 4.51526, -9.01877], [2.19015, 7.65110, -11.74293], [0.27203, 6.13823, -6.42842], [1.44732, 6.15046, -5.49021], [2.71617, 6.16373, -6.09900], [0.21754, 4.89296, -7.16355], [0.33941, 6.95237, -7.15398], [-0.65290, 6.15240, -5.83865], [1.37899, 5.36199, -4.72461], [1.39357, 7.07071, -4.88950], [2.84586, 5.30191, -6.58126], [-0.62672, 4.82567, -7.63380], [2.85182, 1.09854, -12.58920], [3.89598, 1.33531, -11.51490], [3.44545, 0.98340, -10.22465], [1.71886, 1.90558, -12.42066], [2.57251, 0.03533, -12.62603], [3.29308, 1.34227, -13.57212], [4.25590, 2.37306, -11.53307], [4.77466, 0.71072, -11.75059], [2.61215, 1.49350, -10.04880], [1.04102, 1.39303, -11.89878], [5.88360, 4.97712, -4.67891], [5.70806, 3.47953, -4.78193], [4.35989, 3.13260, -4.90720], [5.08233, 5.54810, -3.65006], [5.57393, 5.47009, -5.60862], [6.92987, 5.21838, -4.46698], [6.05817, 2.98742, -3.86647], [6.34869, 3.09737, -5.59145], [4.03319, 3.38417, -5.81944], [4.17303, 5.34184, -3.90754], [6.76396, 4.40050, -8.42604], [7.18082, 5.37133, -9.36758], [7.39014, 4.29723, -7.52878], [5.75253, 4.63075, -8.07595], [6.75045, 3.42548, -8.90823], [7.22816, 6.21466, -8.90998]], "multiplicity": 3, "largest_force_ev_per_a": 2.62, "total_charge": -2, "de_lowest_kcal_mol": 0.0, "s2": 2.01, "homo_energy_ev": [-1.281, -1.154]}

=====

Entry 4:
{"formula": "C9H31N2O10", "method": "ωB97M-V with the def2-TZVPD basis set", "symbols": ["N", "O", "O", "O", "C", "C", "C", "C", "C", "C", "N", "O", "C", "C", "C", "H", "H", "H", "H", "H", "H", "H", "H", "H", "H", "H", "H", "H", "H", "H", "H", "H", "H", "H", "O", "H", "H", "O", "H", "H", "O", "H", "H", "O", "H", "H", "O", "H", "H", "O", "H", "H"], "xyz": [[13.28803, 30.21373, 4.20233], [14.13032, 30.99519, 4.70275], [13.17201, 29.05249, 4.65307], [12.65769, 30.58576, 3.19800], [9.40753, 28.18863, 6.65796], [9.67560, 29.66850, 7.05699], [9.87440, 30.50659, 5.80083], [8.55695, 30.81614, 5.07627], [7.64665, 31.56452, 6.05412], [7.32568, 30.78337, 7.32068], [8.57236, 30.22267, 7.83471], [8.37881, 29.49985, 9.02695], [6.80611, 31.76113, 8.35954], [6.24800, 29.72214, 7.02127], [10.95663, 29.76468, 7.88839], [9.72494, 27.54023, 7.47737], [8.35391, 28.01115, 6.45013], [9.99953, 27.92763, 5.78165], [10.25662, 31.49971, 6.05186], [10.53335, 29.96800, 5.12138], [8.68452, 31.48324, 4.22596], [8.08918, 29.87471, 4.76770], [6.71609, 31.79271, 5.52498], [8.14080, 32.49444, 6.34328], [5.85352, 32.19740, 8.04458], [7.53869, 32.53946, 8.56240], [6.59783, 31.25496, 9.30753], [6.06430, 29.11250, 7.91119], [6.57608, 29.06120, 6.22060], [5.30867, 30.19852, 6.74279], [10.71501, 29.75427, 8.95345], [11.60989, 28.89896, 7.75653], [11.50478, 30.67392, 7.66188], [7.89451, 28.68923, 8.80339], [15.74255, 28.78096, 3.22393], [15.13013, 28.38393, 3.85412], [16.22180, 29.43224, 3.74274], [16.80923, 32.41510, 4.54550], [16.13757, 32.32427, 5.23061], [17.09410, 31.51445, 4.37834], [15.35825, 31.55657, 1.67305], [14.81799, 31.30824, 2.43823], [15.41406, 30.75051, 1.15157], [14.32812, 27.26027, 6.71665], [14.16402, 27.64683, 5.84250], [15.01414, 26.60128, 6.58176], [14.71791, 30.57352, 7.75613], [14.96546, 29.67850, 8.00706], [14.33193, 30.46713, 6.87453], [12.51081, 32.80822, 0.88551], [13.06214, 32.01885, 0.85593], [12.34525, 32.91462, 1.82751]], "largest_force_ev_per_a": 1.36, "total_charge": -1, "homo_energy_ev": -6.113}